No. 1
# C7H9Br

A structure of composition C7H9Br in a non-equilibrium geometry (ωB97M-V with the def2-TZVPD basis set, the OMol25 dataset).

Cartesian coordinates (Å):
Br 0.77572 -2.61839 1.12308
C -0.26576 -0.99404 0.64395
C -0.71959 0.47899 -1.58039
C 1.26680 0.70619 1.97675
C 0.66499 -0.30715 -1.92161
C -0.02425 -0.33497 -0.57833
C 0.11765 1.48040 1.43206
C 0.22190 0.24043 0.96018
H 0.84682 -1.24357 -2.60993
H -2.33212 -1.54672 0.34014
H -3.11682 -1.63536 0.07537
H 1.06110 0.32361 2.87834
H 2.32169 0.96118 1.74993
H -0.76783 1.57817 -1.68939
H -1.64993 0.05362 -2.03313
H 0.06784 2.46001 1.12927
H 1.53180 0.39759 -1.89629

LUMO level (alpha / beta): -0.4 / -0.4 eV
ΔE to the lowest compared entry with this formula, charge and spin: 812.3 kJ/mol
Orbital gap (alpha / beta): 0.2710 / 0.2664 hartree
HOMO energy (alpha / beta): -7.75 / -7.62 eV
E_tot: -2845.80764 Eh

Atom charges from the Löwdin analysis, given in e for atoms 1 to 8:
1 Br 0.614
2 C -0.535
3 C -0.054
4 C -0.045
5 C -0.025
6 C -0.359
7 C 0.053
8 C -0.424

---

No. 2
# C7H9BrF3IrNO8S

A structure of composition C7H9BrF3IrNO8S in a non-equilibrium geometry (ωB97M-V with the def2-TZVPD basis set, the OMol25 dataset).

Cartesian coordinates (Å):
Ir -0.86720 -1.35278 -0.79474
Br -0.96045 -3.67924 -1.07918
S -0.24694 0.11325 -3.35751
F 2.34451 0.48205 -3.40092
F 1.59192 -0.78148 -4.98790
F 1.77402 -1.56611 -2.98549
O 0.94010 -0.69571 -0.38345
O -1.77087 0.90949 -0.25977
O -0.75403 0.60959 -4.58761
O -0.95726 -1.11340 -2.83135
O -0.13398 1.06979 -2.27312
O 2.28555 -2.14743 0.69833
O -1.09954 -1.67474 1.23996
O -2.72600 -1.05972 2.69419
N 0.37721 0.53783 2.04834
C -1.66346 -1.04137 2.15471
C -1.37676 1.79583 0.77797
C 1.61024 -1.16461 0.66217
C 1.48277 -0.48939 -3.69732
C 1.60846 -0.19188 1.86935
C 0.09068 1.66210 1.16038
C -0.56636 0.05876 2.92232
H -2.03865 1.59295 1.61829
H -1.35361 1.22087 -1.09185
H -0.13969 -0.58492 3.68769
H 0.68389 1.51756 0.25738
H 2.42647 0.51722 1.71891
H 1.80877 -0.76238 2.77262
H -1.56159 2.82869 0.47504
H 0.43114 2.57944 1.65487
H -1.23932 0.80976 3.31767

2S+1: 2
LUMO level (alpha / beta): -1.8 / -3.4 eV
ΔE to the lowest compared entry with this formula, charge and spin: 304.4 kJ/mol
Orbital gap (alpha / beta): 0.2831 / 0.2247 hartree
HOMO energy (alpha / beta): -9.50 / -9.51 eV
E_tot: -4304.88147 Eh

Atom charges from the Löwdin analysis, given in e for atoms 1 to 8:
1 Ir 1.110
2 Br 0.195
3 S 0.581
4 F 0.147
5 F 0.154
6 F 0.148
7 O -0.236
8 O -0.129